(1)
Computed, not measured: a molecular structure, C38H33AsF6N4O6SY, with the ωB97M-V functional and the def2-TZVPD basis.

## Properties
LUMO energy (alpha / beta) = 4.08 / 3.49 eV
E_HOMO (alpha / beta) = -0.1041 / -0.1040 Ha
HOMO-LUMO gap (alpha / beta) = 6.9 / 6.3 eV
Energy above the lowest of the compared OMol25 structures with the same formula, charge and spin = 105.32 kJ/mol
Expectation value of S² = 0.76
Multiplicity = 2
Charge = -2

Each line ends with the Löwdin charge.
CARTESIAN COORDINATES (ANGSTROEM)
Y: 0.13697 -0.27320 -0.69778  1.53
O: -1.09447 -0.27000 -2.51926  -0.21
C: -0.95730 -0.41713 -3.78765  -0.36
C: -1.99271 -1.00178 -4.56331  -0.01
C: -1.86448 -1.16294 -5.91992  -0.11
C: -0.71383 -0.73748 -6.59944  -0.13
C: 0.29360 -0.14818 -5.87028  -0.08
C: 0.20550 0.01263 -4.48041  -0.14
C: 1.29043 0.69504 -3.81111  -0.11
N: 1.48763 0.83668 -2.55788  -0.01
C: 2.64389 1.68270 -2.23235  -0.21
C: 2.68432 2.01993 -0.74924  -0.23
N: 2.47007 0.78036 -0.03389  -0.02
C: 3.46344 0.26480 0.57409  -0.12
C: 3.53412 -1.09440 1.07381  -0.16
C: 4.54814 -1.43706 1.97889  -0.08
C: 4.74993 -2.73781 2.38429  -0.14
C: 3.93681 -3.73933 1.82786  -0.11
C: 2.95202 -3.44435 0.91994  -0.01
C: 2.68675 -2.10198 0.51851  -0.38
O: 1.74533 -1.83777 -0.30384  -0.19
H: -2.86679 -1.34932 -4.02805  0.11
H: -2.66891 -1.63444 -6.47497  0.09
H: -0.62263 -0.86697 -7.67053  0.08
H: 1.19022 0.20597 -6.37143  0.10
H: 2.00433 1.16344 -4.50396  0.12
H: 2.59646 2.60651 -2.80983  0.11
H: 3.56133 1.13749 -2.48978  0.12
H: 1.88886 2.71647 -0.50875  0.07
H: 3.65749 2.47060 -0.50375  0.11
H: 4.38648 0.85660 0.68264  0.12
H: 5.18627 -0.64310 2.35889  0.10
H: 5.52584 -2.98522 3.09818  0.08
H: 4.08352 -4.77235 2.12733  0.09
H: 2.31995 -4.21295 0.49417  0.10
C: -6.44617 3.56302 -2.94271  -0.07
C: -5.00362 3.54070 -2.51002  -0.29
C: -4.29055 2.34693 -2.48260  -0.02
C: -2.97740 2.30421 -2.04029  -0.03
C: -2.36047 3.47421 -1.62243  -0.25
C: -3.05550 4.67380 -1.63824  -0.06
C: -4.36865 4.70384 -2.08597  -0.06
S: -0.65558 3.42570 -1.06921  0.54
O: 0.16540 3.37145 -2.26380  -0.33
O: -0.50977 4.63890 -0.27503  -0.36
N: -0.47885 2.10876 -0.23350  -0.28
C: -1.30374 2.11153 0.97833  -0.21
C: -2.34767 0.98699 0.96088  -0.68
O: -3.40167 1.13240 1.58157  -0.01
O: -1.97148 -0.05015 0.31815  -0.16
H: -6.64715 2.78371 -3.67924  0.07
H: -6.71468 4.52634 -3.38078  0.06
H: -7.10982 3.38869 -2.09167  0.08
H: -4.77038 1.42598 -2.79597  0.11
H: -2.44231 1.36531 -2.00598  0.09
H: -2.55959 5.56914 -1.28667  0.10
H: -4.91309 5.64324 -2.09546  0.10
H: -1.75637 3.08155 1.18597  0.10
H: -0.65808 1.89716 1.84406  0.09
F: -0.96365 -2.48914 -0.26576  -0.30
As: -0.98455 -3.83755 -1.42905  0.74
F: 0.38614 -4.54998 -0.63681  -0.25
F: -2.00420 -4.73231 -0.34344  -0.26
F: -2.38116 -3.16065 -2.17557  -0.23
F: -0.97719 -5.12510 -2.58548  -0.26
F: 0.06279 -2.87845 -2.42657  -0.24
N: 0.49225 -0.48858 1.76273  0.28
C: 0.64732 -0.78413 2.96282  -0.25
C: 0.69869 -2.21479 3.38337  -0.16
C: 1.62520 -2.62755 4.33626  -0.05
C: 1.71957 -3.97075 4.66061  -0.09
C: 0.89589 -4.89746 4.03254  -0.09
C: -0.02701 -4.48257 3.08265  -0.06
C: -0.13404 -3.13843 2.76032  0.00
C: 0.83115 0.31950 3.95591  -0.16
C: 0.35939 0.18786 5.25671  -0.03
C: 0.49704 1.23952 6.14950  -0.09
C: 1.10771 2.41952 5.74699  -0.10
C: 1.57676 2.55118 4.44744  -0.07
C: 1.43918 1.50395 3.54995  -0.02
H: 2.28943 -1.90450 4.79357  0.12
H: 2.45593 -4.29801 5.38488  0.10
H: 0.98438 -5.94942 4.27733  0.09
H: -0.65618 -5.19688 2.56731  0.11
H: -0.84316 -2.80786 2.01470  0.11
H: -0.12263 -0.73328 5.55872  0.12
H: 0.11833 1.14119 7.15910  0.10
H: 1.20896 3.24142 6.44515  0.09
H: 2.04041 3.47501 4.12583  0.10
H: 1.78579 1.59342 2.52769  0.10

---

(2)
Computed, not measured: 2 unconnected molecules or ions with the total composition CClN, with the ωB97M-V functional and the def2-TZVPD basis.

## Properties
LUMO energy (alpha / beta) = -1.95 / -1.96 eV
E_HOMO (alpha / beta) = -0.2963 / -0.2966 Ha
HOMO-LUMO gap (alpha / beta) = 6.1 / 6.1 eV
Energy above the lowest of the compared OMol25 structures with the same formula, charge and spin = 1025.29 kJ/mol
Charge = 0

Each line ends with the natural charge from an NBO analysis.
CARTESIAN COORDINATES (ANGSTROEM)
C: 0.66812 1.15792 0.00381  0.04
N: -1.62879 -0.80432 -0.00254  -0.39
Cl: 0.96067 -0.35360 -0.00127  0.35

---

(3)
Computed, not measured: a molecular structure, C6H15ClI2MoO2PS, with the ωB97M-V functional and the def2-TZVPD basis.

## Properties
LUMO energy (alpha / beta) = -15.10 / -15.27 eV
E_HOMO (alpha / beta) = -0.7510 / -0.7627 Ha
HOMO-LUMO gap (alpha / beta) = 5.3 / 5.5 eV
Expectation value of S² = 2.12
Multiplicity = 3
Charge = +3

Each line ends with the natural charge from an NBO analysis.
CARTESIAN COORDINATES (ANGSTROEM)
I: -0.74022 1.77664 1.82815  0.36
I: 0.94965 -1.36002 -2.22283  0.51
Mo: -0.06740 -0.12118 -0.08885  -0.11
P: -1.96051 0.62664 -1.13666  1.24
C: -1.81411 2.18411 -2.07236  -0.96
C: -2.63019 -0.54518 -2.36987  -0.93
H: -3.59989 0.06067 0.56433  0.28
H: -4.33987 1.01820 -0.75080  0.30
H: -3.33599 1.81389 0.49432  0.27
C: -3.45738 0.91045 -0.10863  -0.92
H: -2.71107 -1.53623 -1.91369  0.28
H: -3.62110 -0.20612 -2.69806  0.30
H: -2.76309 2.41643 -2.57071  0.31
H: -1.02842 2.08414 -2.82716  0.27
H: -1.95432 -0.60388 -3.22651  0.26
H: -1.54875 3.00651 -1.40160  0.27
C: 1.03747 1.51237 -0.65861  0.55
O: 1.55602 2.46094 -1.07940  -0.28
Cl: -1.44367 -1.90726 0.73711  -0.09
C: 3.55742 -1.98205 1.70767  -0.73
S: 2.22420 -0.72162 1.41180  1.29
C: 1.34809 -1.04651 2.97309  -0.76
O: 2.85727 0.63102 1.48694  -0.47
H: 3.11400 -2.95517 1.94790  0.29
H: 4.14268 -1.59207 2.54814  0.31
H: 4.20138 -2.07482 0.82504  0.30
H: 1.82768 -1.95522 3.36063  0.30
H: 1.57601 -0.16487 3.57616  0.30
H: 0.28271 -1.18981 2.76670  0.28